DFT (wB97M-V/def2-TZVPD) results for an isolated molecule of C7H5NO2S3 in a non-equilibrium geometry.

Output
SMILES string: N#CSO[S@@](=O)(=S)c1ccccc1
HOMO energy: -9.64 eV
Kohn-Sham gap: 8.7 eV

The geometry in XYZ format:
```
18
Properties=species:S:1:pos:R:3:forces:R:3:lowdin_charge:R:1
N -1.316 -2.857 -0.663 2.38 -0.97 -1.22 0.149
C -2.261 -2.553 -0.120 -1.13 0.29 0.77 -0.616
S -3.651 -1.982 0.564 -0.70 1.34 0.48 0.994
O -3.844 -0.691 -0.456 -0.52 0.43 -1.04 -0.722
S -3.319 0.917 -0.457 1.20 -0.08 3.85 0.310
O -3.606 1.441 -1.721 -0.25 -0.17 -2.43 -0.319
S -4.070 1.844 1.029 0.01 -0.50 -0.07 0.373
C -1.552 0.696 -0.185 1.96 -1.77 -1.04 -0.323
C -0.646 0.333 -1.297 -0.55 0.70 1.53 -0.045
C 0.630 -0.155 -0.999 -0.94 1.57 0.23 -0.092
C 1.122 -0.290 0.339 -0.30 -1.39 -2.18 -0.075
C 0.289 0.038 1.377 -2.40 0.67 0.84 -0.053
C -1.068 0.520 1.117 1.91 -0.59 -2.08 -0.088
H -0.917 0.524 -2.340 -0.16 -0.24 0.47 0.114
H 1.313 -0.272 -1.840 -0.18 -0.41 0.29 0.107
H 2.043 -0.911 0.259 -0.39 1.01 1.39 0.122
H 0.421 -0.070 2.473 0.75 -0.17 -0.99 0.114
H -1.728 0.685 1.911 -0.69 0.29 1.20 0.050
```
Positions in Å, forces in eV/Å.


DFT (wB97M-V/def2-TZVPD) results for a cluster of 11 separate species, C17H51N4O13 in total in a non-equilibrium geometry.

Output
HOMO energy: -11.72 eV
Charge: +1
Kohn-Sham gap: 9.0 eV

The geometry in XYZ format:
```
85
Properties=species:S:1:pos:R:3:forces:R:3:lowdin_charge:R:1
C -1.716 -5.727 -1.068 0.50 -0.50 0.08 -0.114
C -0.282 -5.991 -1.518 -0.24 0.08 0.52 -0.279
C 0.425 -4.697 -1.962 -0.25 -1.13 0.18 -0.204
C 1.256 -4.110 -0.812 -0.44 0.42 -0.52 -0.184
C 1.178 -2.574 -0.706 0.31 -0.26 -0.60 -0.192
C 2.455 -1.857 -1.191 -0.16 -0.58 0.67 -0.185
C 2.925 -0.703 -0.318 -0.60 0.66 -0.14 -0.199
C 1.820 0.282 0.132 0.31 0.02 0.26 -0.195
C 2.210 0.977 1.442 0.56 -0.11 -0.24 -0.172
C 3.223 2.140 1.311 -0.53 0.26 -0.05 -0.139
C 2.677 3.535 1.698 0.20 -1.28 0.49 -0.058
N 1.304 3.657 1.187 2.78 0.69 0.67 0.039
C 1.026 3.705 -0.092 -2.18 -0.10 -0.73 -0.362
N 1.872 3.678 -1.127 0.19 0.32 0.25 0.215
N -0.334 3.762 -0.242 1.37 -0.30 -1.65 0.217
C -0.779 3.746 0.962 -1.86 -0.03 0.24 -0.108
N 0.155 3.721 1.882 -0.01 0.08 0.91 0.018
C 0.000 3.736 3.326 0.07 0.54 0.01 0.028
C -1.240 4.524 3.771 -1.37 -1.04 2.13 -0.411
O -1.954 4.040 4.622 1.11 0.89 -1.58 0.187
O -1.399 5.765 3.223 0.31 -0.81 -0.94 0.090
C -2.675 6.013 2.637 -2.81 0.85 0.92 -0.417
C -2.685 6.431 1.184 1.33 -0.90 0.78 0.031
O -3.699 5.931 3.269 2.00 -0.22 -0.65 0.173
H -2.315 -5.416 -1.912 -0.35 0.07 -0.04 0.048
H -1.757 -4.973 -0.294 -0.02 0.37 0.06 0.060
H -2.116 -6.633 -0.619 -0.33 -0.19 -0.13 0.066
H -0.274 -6.743 -2.296 -0.07 -0.06 -0.30 0.088
H 0.217 -6.447 -0.665 0.37 0.17 -0.17 0.062
H -0.361 -4.022 -2.298 0.06 0.35 -0.02 0.088
H 1.024 -4.971 -2.825 0.32 0.38 -0.15 0.106
H 0.895 -4.558 0.105 -0.01 -0.07 0.29 0.101
H 2.283 -4.426 -0.961 0.27 -0.10 0.24 0.103
H 0.903 -2.282 0.302 0.11 0.05 0.26 0.097
H 0.363 -2.277 -1.359 -0.33 0.28 0.14 0.098
H 3.245 -2.601 -1.173 0.30 -0.04 -0.15 0.102
H 2.341 -1.566 -2.229 -0.01 0.27 -0.15 0.105
H 3.477 -1.041 0.557 -0.14 -0.39 0.16 0.112
H 3.620 -0.128 -0.910 0.46 0.12 -0.02 0.080
H 1.683 1.001 -0.663 -0.22 0.24 -0.21 0.071
H 0.856 -0.192 0.283 -0.05 -0.32 -0.02 0.100
H 1.339 1.242 2.039 -0.19 0.25 0.03 0.097
H 2.718 0.203 2.006 -0.05 -0.09 0.44 0.105
H 4.058 1.911 1.958 0.42 0.28 0.03 0.120
H 3.591 2.262 0.299 0.22 -0.55 -0.16 0.070
H 3.298 4.325 1.294 -0.07 0.28 -0.15 0.133
H 2.723 3.620 2.776 -0.50 0.25 0.21 0.123
H 1.478 3.357 -1.992 -0.07 0.25 -0.28 0.131
H 2.857 3.883 -1.047 0.07 -0.22 0.01 0.106
H -1.827 3.746 1.187 -0.26 0.01 0.28 0.159
H -0.063 2.730 3.711 -0.25 -0.28 0.12 0.143
H 0.851 4.204 3.807 0.29 0.22 -0.16 0.145
H -1.675 6.406 0.789 0.05 0.38 -0.20 0.064
H -3.237 5.657 0.669 -0.39 0.04 -0.34 0.075
H -3.160 7.391 1.070 -0.13 0.25 -0.05 0.107
O -3.114 -2.980 -1.167 0.41 -0.09 -0.29 -0.061
H -3.929 -2.987 -1.675 -0.07 -0.01 -0.03 0.031
H -3.040 -2.067 -0.876 -0.25 0.04 0.17 0.019
O 2.994 1.100 -2.643 -0.10 0.06 -0.53 -0.036
H 2.933 1.953 -2.212 0.24 0.05 0.07 -0.016
H 2.360 1.134 -3.368 0.09 -0.09 -0.06 0.067
O -5.025 -1.309 -0.051 0.08 0.36 -0.11 -0.063
H -5.283 -0.975 0.811 -0.11 -0.05 0.04 0.031
H -5.670 -2.001 -0.222 -0.08 -0.04 0.19 0.025
O 0.811 -8.281 0.420 0.21 -0.27 0.12 -0.046
H 1.296 -8.898 -0.137 0.02 0.02 -0.03 0.059
H -0.081 -8.641 0.454 -0.03 0.04 0.09 0.054
O 5.275 3.221 -1.284 -0.24 0.14 -0.12 -0.050
H 5.473 3.595 -2.150 0.05 0.03 0.00 0.055
H 5.956 2.549 -1.166 -0.06 -0.08 0.09 0.060
O -5.092 5.976 -0.836 0.01 -0.12 0.19 -0.055
H -5.339 6.287 0.041 -0.12 0.08 -0.03 0.032
H -5.833 5.421 -1.101 0.00 0.01 -0.12 0.046
O 3.276 -7.328 2.199 0.02 0.03 -0.06 -0.061
H 3.131 -6.397 2.385 0.02 0.03 0.02 0.025
H 2.532 -7.577 1.640 -0.17 -0.07 0.02 -0.009
O 0.299 6.593 -1.606 0.02 0.04 0.05 -0.039
H 0.936 5.876 -1.559 0.05 -0.01 -0.10 -0.008
H 0.090 6.794 -0.690 -0.03 0.13 -0.02 0.017
O -1.363 -5.893 -4.433 -0.09 0.05 -0.15 -0.044
H -1.488 -4.963 -4.221 0.05 0.01 0.06 0.032
H -2.108 -6.110 -5.003 0.01 -0.05 -0.03 0.043
O -7.298 -2.459 1.517 -0.07 -0.01 0.02 -0.045
H -7.555 -2.125 2.382 0.01 0.02 0.03 0.045
H -7.938 -3.153 1.333 0.01 -0.03 -0.04 0.047
```
Positions in Å, forces in eV/Å.


Computed lowest unoccupied orbital energy (eV) in order:
-0.93, -2.73